The following is a DFT calculation (wB97M-V/def2-TZVPD) of a structure of composition C44H45N3P2RuSSb2Se2.

Structure (XYZ):
```
100
Properties=species:S:1:pos:R:3
Ru 0.2339 -0.6096 0.0668
C -2.6429 -1.7176 2.5049
Sb -0.5282 -1.5817 2.3713
C -0.1185 -0.4616 4.1171
C 0.1430 -3.5221 2.9768
C 1.4465 -3.3442 3.6954
C 1.4386 -3.2446 5.0854
C 2.5989 -3.0044 5.8020
C 3.8013 -2.8591 5.1282
C 3.8279 -2.9881 3.7500
C 2.6667 -3.2348 3.0164
C 2.8030 -3.5144 1.5497
Sb 2.4268 -2.0322 0.0400
C 2.3668 -3.3905 -1.5848
C 4.0236 -0.7015 0.4474
H -2.9205 -2.0401 3.5069
H -3.0353 -2.4263 1.7777
H -3.0701 -0.7343 2.3108
H -0.5908 -0.9720 4.9548
H -0.5463 0.5319 4.0022
H 0.9521 -0.3934 4.2977
H 0.1939 -4.1925 2.1197
H -0.6261 -3.8979 3.6513
H 0.5016 -3.3664 5.6166
H 2.5645 -2.9428 6.8812
H 4.7180 -2.6781 5.6725
H 4.7777 -2.9253 3.2309
H 2.2453 -4.4036 1.2497
H 3.8551 -3.7200 1.3338
H 3.2699 -3.9954 -1.6211
H 2.1928 -2.9020 -2.5380
H 1.5083 -4.0096 -1.3235
H 4.9851 -1.2067 0.3814
H 3.8170 -0.4281 1.4824
H 3.9828 0.1628 -0.2090
Se -0.5286 -0.1152 -6.6206
P 0.8394 1.1576 -5.6612
C 2.5308 1.0976 -6.2734
C 3.0759 2.1605 -6.9847
C 4.3540 2.0493 -7.5153
C 5.0823 0.8843 -7.3368
C 4.5345 -0.1818 -6.6324
C 3.2598 -0.0781 -6.1074
C 0.3580 2.9041 -5.6176
C -0.6933 3.3497 -6.4113
C -1.0335 4.6959 -6.4150
C -0.3235 5.5924 -5.6305
C 0.7292 5.1480 -4.8384
C 1.0744 3.8067 -4.8304
C 1.0129 0.7458 -3.8963
C 0.1731 0.0935 -2.9958
N 0.8396 0.1106 -1.8070
N 2.0143 0.6843 -1.9827
N 2.1348 1.0747 -3.2257
P -1.3824 -0.7515 -3.0469
Se -1.5757 -1.5302 -0.8979
C -1.3369 -2.2089 -4.0693
C -0.1143 -2.7604 -4.4459
C -0.0940 -3.8975 -5.2309
C -1.2886 -4.4743 -5.6462
C -2.5057 -3.9194 -5.2752
C -2.5367 -2.7846 -4.4804
C -2.8246 0.2720 -3.3037
C -4.0365 -0.0841 -2.7064
C -5.1709 0.6680 -2.9578
C -5.0965 1.7781 -3.7896
C -3.8880 2.1426 -4.3658
C -2.7488 1.3916 -4.1296
H 2.5114 3.0714 -7.1345
H 4.7765 2.8751 -8.0714
H 6.0764 0.7997 -7.7551
H 5.1017 -1.0940 -6.5037
H 2.8223 -0.9176 -5.5783
H -1.2322 2.6395 -7.0280
H -1.8450 5.0447 -7.0398
H -0.5832 6.6427 -5.6412
H 1.2866 5.8530 -4.2355
H 1.9042 3.4614 -4.2238
H 0.8098 -2.2650 -4.1758
H 0.8505 -4.3181 -5.5483
H -1.2708 -5.3534 -6.2761
H -3.4313 -4.3622 -5.6160
H -3.4876 -2.3450 -4.2068
H -4.1086 -0.9407 -2.0471
H -6.1108 0.3911 -2.5005
H -5.9851 2.3643 -3.9821
H -3.8254 3.0136 -5.0041
H -1.8144 1.6840 -4.5847
S -0.1434 1.3715 1.0004
C 1.2458 2.3327 0.5174
C 2.3593 2.2673 1.3614
C 3.4482 3.0918 1.1273
C 3.4261 3.9698 0.0527
C 2.3150 4.0357 -0.7837
C 1.2214 3.2266 -0.5531
H 2.3481 1.5935 2.2095
H 4.3060 3.0558 1.7852
H 4.2724 4.6186 -0.1289
H 2.3032 4.7304 -1.6125
H 0.3514 3.2806 -1.1965
```

Output
E_tot ... -226578.1170 eV
Net charge ... +2
Energy relative to the best compared isomer or geometry (same formula, charge and spin) ... 0.0 kcal per mole
Gap between HOMO and LUMO ... 4.844 eV

=====

The following is a DFT calculation (wB97M-V/def2-TZVPD) of a cluster of 2 separate species, C3H11NP in total.

Structure (XYZ):
```
16
Properties=species:S:1:pos:R:3
C 0.0217 1.1461 0.9340
C -2.7074 0.4758 -1.0655
C 0.5846 -0.4920 -1.3160
N 1.4491 -0.9571 1.6092
P 1.0378 -0.1675 0.4027
H 0.2653 1.9933 0.3188
H 0.1452 1.5354 1.9489
H -0.9286 0.8862 0.4975
H -3.7006 0.7712 -1.2993
H -2.4695 1.3124 -0.4366
H -2.6680 -0.3955 -0.4482
H 0.0184 0.2820 -1.8445
H -0.2169 -1.3190 -1.0863
H 1.3414 -1.0099 -1.8818
H -2.0009 0.2671 -1.9387
H 1.8752 -1.8964 1.6791
```

Output
E_tot ... -14059.3504 eV
Net charge ... +1
Energy relative to the best compared isomer or geometry (same formula, charge and spin) ... 89.8 kcal per mole
Gap between HOMO and LUMO ... 10.337 eV

=====

The following is a DFT calculation (wB97M-V/def2-TZVPD) of a structure of composition C37H43F5MgN3O3Si2Te.

Structure (XYZ):
```
95
Properties=species:S:1:pos:R:3
Mg 9.8080 11.4519 8.7686
C 10.9967 14.5945 6.2535
C 12.1018 14.4372 7.2925
C 13.3006 15.0905 7.0943
C 14.3093 14.9999 8.0324
C 14.1413 14.1860 9.1459
C 12.9301 13.5944 9.4558
C 12.7391 12.9601 10.7638
C 11.9083 13.7319 8.5339
N 10.6140 13.3732 8.8140
C 9.9036 14.2258 9.5285
O 10.3073 15.3471 9.8847
C 8.5179 13.7055 9.9111
C 7.5342 14.4223 10.7628
C 6.2714 13.8681 10.7622
C 5.9649 12.6443 10.2243
C 7.0321 11.8709 9.7519
N 8.2725 12.4057 9.6565
C 6.8652 10.6315 8.8565
O 5.7062 10.2797 8.5446
N 8.0572 10.1911 8.3622
C 8.1026 9.1808 7.4086
C 8.6226 7.8849 7.7245
C 8.7557 7.5173 9.2076
C 8.9739 6.9873 6.7149
C 8.6918 7.2298 5.3844
C 8.1786 8.5143 5.0966
C 7.7852 9.4174 6.0658
C 7.1147 10.6961 5.5971
H 10.7018 13.6852 5.7813
H 11.3334 15.2672 5.4247
H 10.0852 15.0672 6.7178
H 13.3557 15.6808 6.1895
H 15.2949 15.4564 7.8470
H 15.0050 14.1502 9.8080
H 13.6232 12.3803 10.9965
H 11.8910 12.3325 10.8562
H 12.6952 13.7421 11.5601
H 7.7222 15.4415 11.1713
H 5.4798 14.4304 11.1999
H 4.9317 12.3528 10.0821
H 9.7679 7.1391 9.4273
H 8.0142 6.7910 9.5563
H 8.5812 8.4229 9.8233
H 9.4815 6.0506 6.9534
H 8.9270 6.5173 4.5846
H 8.2364 8.9540 4.1429
H 6.7196 10.4591 4.6066
H 7.7771 11.5860 5.6335
H 6.3722 10.8203 6.3876
F 15.5239 8.1788 8.0519
C 14.4932 8.9031 8.5166
C 14.2658 8.9277 9.8872
F 15.1505 8.4102 10.7846
C 13.1131 9.5184 10.3299
F 12.8952 9.7490 11.6608
C 12.0957 9.9828 9.4259
O 11.0058 10.5632 9.9364
C 12.4701 10.0844 8.0696
F 11.6021 10.7503 7.2539
C 13.6538 9.5314 7.5928
F 14.1922 9.7051 6.3374
C 17.9698 10.9503 15.2451
Si 17.0674 10.5543 13.6762
C 15.5764 11.6435 13.2537
C 16.6434 8.7468 13.5236
C 18.4550 10.6788 12.3167
Te 17.7082 11.4747 10.4639
C 19.5762 11.1059 9.2978
Si 19.2766 9.9879 7.8237
C 17.7102 10.6960 7.0616
C 20.7643 10.3825 6.7809
C 18.9425 8.2110 8.2025
H 17.3854 10.8001 16.1663
H 18.3703 11.9442 15.1475
H 18.8190 10.1760 15.3272
H 15.1900 12.0626 14.1772
H 14.7697 11.0650 12.7528
H 15.8769 12.5234 12.6776
H 15.7940 8.5509 14.2190
H 17.4757 8.0976 13.8155
H 16.2260 8.5004 12.5465
H 18.6566 9.6473 12.0527
H 19.3496 11.2164 12.6007
H 20.3022 10.6699 9.9816
H 19.8935 12.1267 9.0146
H 17.7359 11.8061 7.0208
H 16.8599 10.3234 7.6733
H 17.5581 10.3495 6.0375
H 20.5196 10.3994 5.6686
H 21.5735 9.6108 6.8496
H 21.1787 11.4116 6.9972
H 18.0776 8.1724 8.8546
H 19.8147 7.6724 8.7243
H 18.6627 7.6383 7.2724
```

Output
E_tot ... -91765.9156 eV
Net charge ... -1
Energy relative to the best compared isomer or geometry (same formula, charge and spin) ... 3.4 kcal per mole
Gap between HOMO and LUMO ... 7.585 eV

=====

The following is a DFT calculation (wB97M-V/def2-TZVPD) of a structure of composition C46H58BBrClMoO5SSi.

Structure (XYZ):
```
115
Properties=species:S:1:pos:R:3
Mo 1.4016 0.3875 -1.0384
C -2.7887 1.1045 3.5533
C -1.3594 1.3587 3.0725
C -0.3834 0.5335 3.8998
C -1.0135 2.8438 3.2003
O -1.1912 0.9507 1.7035
Si -2.2008 1.1442 0.4233
S -1.1661 0.7281 -1.3367
O -3.5976 0.2931 0.5847
C -3.9565 -1.0614 0.3393
C -2.8158 -2.0071 0.7087
C -4.3081 -1.2191 -1.1404
C -5.1807 -1.3377 1.2110
O -2.7230 2.7005 0.5362
C -3.7725 3.4095 -0.1143
C -4.0372 2.8823 -1.5240
C -3.3203 4.8671 -0.1830
C -5.0365 3.2901 0.7389
H -2.9002 1.4154 4.5936
H -3.0222 0.0412 3.4753
H -3.4980 1.6537 2.9332
H -0.4282 0.8309 4.9495
H 0.6305 0.6826 3.5292
H -0.6270 -0.5277 3.8225
H -1.1257 3.1732 4.2352
H -1.6630 3.4278 2.5506
H 0.0185 3.0083 2.8843
H -1.9410 -1.8000 0.0900
H -3.1253 -3.0432 0.5563
H -2.5332 -1.8731 1.7552
H -3.4519 -0.9115 -1.7428
H -5.1638 -0.5903 -1.3943
H -4.5533 -2.2580 -1.3710
H -4.9210 -1.2289 2.2657
H -5.5540 -2.3499 1.0421
H -5.9733 -0.6248 0.9766
H -3.1202 2.9165 -2.1138
H -4.8065 3.4811 -2.0149
H -4.3663 1.8445 -1.4762
H -2.4191 4.9420 -0.7924
H -3.0818 5.2300 0.8181
H -4.1014 5.4946 -0.6168
H -5.3248 2.2411 0.8171
H -5.8524 3.8559 0.2835
H -4.8517 3.6792 1.7422
Br 0.6671 -2.4538 -2.4814
C 1.0353 -1.7153 -4.2004
C 0.9045 -2.5118 -5.3032
C 1.1964 -1.9777 -6.5704
C 1.5781 -0.6713 -6.6953
C 1.6803 0.1712 -5.5630
C 2.0206 1.5347 -5.6904
C 2.1205 2.3277 -4.5778
C 1.9102 1.7748 -3.3089
C 1.5598 0.4557 -3.1096
C 1.4219 -0.3613 -4.2631
H 0.5768 -3.5367 -5.1957
H 1.1120 -2.6120 -7.4440
H 1.8037 -0.2555 -7.6706
H 2.1908 1.9427 -6.6800
H 2.3621 3.3793 -4.6739
H 2.0445 2.4180 -2.4412
Cl 5.3467 1.4770 0.5993
C 5.4605 1.2247 -1.1250
C 6.4646 1.8972 -1.8013
C 6.6216 1.7158 -3.1657
C 5.7673 0.8451 -3.8296
C 4.7826 0.1692 -3.1359
C 4.5797 0.3327 -1.7545
C 3.5296 -0.4254 -1.0512
H 7.1330 2.5532 -1.2589
H 7.4038 2.2436 -3.6961
H 5.8762 0.6862 -4.8962
H 4.1364 -0.5230 -3.6641
H 3.8176 -0.6097 -0.0154
H 3.4201 -1.4003 -1.5409
C 1.7045 2.1350 0.2404
C 1.7355 3.4789 -0.3869
C 2.9284 4.1945 -0.5276
C 2.9611 5.4146 -1.1877
C 1.8002 5.9593 -1.7167
C 0.6017 5.2708 -1.5649
C 0.5680 4.0522 -0.9100
H 0.8012 2.0321 0.8561
H 2.5786 1.9808 0.8758
H 3.8427 3.7740 -0.1246
H 3.9032 5.9413 -1.2879
H 1.8293 6.9054 -2.2434
H -0.3126 5.6909 -1.9695
H -0.3616 3.5020 -0.8162
C 0.8289 -6.7059 4.7876
C -0.0646 -6.0154 3.7525
C -1.3892 -5.6304 4.4320
C -0.3436 -7.0311 2.6348
C 0.5742 -4.7450 3.1903
C 1.6520 -4.1268 3.8202
C 2.2036 -2.9279 3.3636
C 1.6567 -2.3662 2.2357
O 1.9829 -1.2257 1.5712
B 1.1034 -1.1224 0.4660
O 0.2385 -2.2313 0.5081
C 0.5862 -2.9797 1.5874
C 0.0236 -4.1458 2.0499
H 0.3803 -7.6593 5.0741
H 0.9383 -6.1070 5.6929
H 1.8196 -6.9069 4.3755
H -1.8873 -6.5199 4.8280
H -2.0605 -5.1420 3.7238
H -1.2032 -4.9380 5.2548
H -0.7997 -7.9302 3.0554
H 0.5873 -7.3132 2.1392
H -1.0232 -6.6353 1.8815
H 2.0955 -4.5764 4.6980
H 3.0304 -2.4615 3.8834
H -0.8288 -4.5618 1.5289
```

Output
E_tot ... -162700.4418 eV
Net charge ... -1
Spin multiplicity ... 3
Energy relative to the best compared isomer or geometry (same formula, charge and spin) ... 0.0 kcal per mole
Gap between HOMO and LUMO (alpha / beta) ... 6.833 / 7.183 eV

=====

The following is a DFT calculation (wB97M-V/def2-TZVPD) of the molecule C11H15N3O2.

Structure (XYZ):
```
31
Properties=species:S:1:pos:R:3
C 1.4052 3.8274 -2.8112
C 2.3563 3.5611 -1.6466
O 2.8041 2.2252 -1.6011
C 1.9608 1.2394 -1.1629
C 2.4689 -0.0615 -1.3016
C 1.7662 -1.1741 -0.8947
C 0.5124 -0.9815 -0.3304
N -0.4019 -1.8864 0.1615
C -1.4092 -1.1718 0.5762
N -2.5869 -1.6634 1.0620
C -2.6076 -3.0449 1.4895
C -1.9371 -3.2374 2.8517
O -2.6408 -2.4548 3.7996
N -1.2237 0.1813 0.4015
C 0.0111 0.3296 -0.1912
C 0.7099 1.4520 -0.5978
H 0.5079 3.2198 -2.7242
H 1.8955 3.5789 -3.7488
H 1.1238 4.8769 -2.8252
H 1.8950 3.8512 -0.6935
H 3.2698 4.1491 -1.7747
H 3.4475 -0.1610 -1.7442
H 2.1718 -2.1659 -1.0099
H -3.0741 -1.0484 1.7008
H -3.6515 -3.3595 1.5496
H -2.0761 -3.6304 0.7397
H -0.8905 -2.9137 2.7820
H -1.9644 -4.2995 3.1265
H -2.2460 -2.5831 4.6672
H -1.8805 0.9105 0.6183
H 0.2842 2.4347 -0.4680
```

Output
E_tot ... -20215.9420 eV
Net charge ... 0
Energy relative to the best compared isomer or geometry (same formula, charge and spin) ... 8.7 kcal per mole
Structure (SMILES) ... CCOc1ccc2nc(NCCO)[nH]c2c1
Gap between HOMO and LUMO ... 7.938 eV

=====

The following is a DFT calculation (wB97M-V/def2-TZVPD) of a cluster of 13 separate species, C13H52O13 in total.

Structure (XYZ):
```
78
Properties=species:S:1:pos:R:3
C -12.7109 -7.7308 -26.2168
O -11.4640 -8.0319 -26.7134
H -13.4784 -8.4779 -26.4194
H -12.6383 -7.4403 -25.1687
H -12.9974 -6.8313 -26.7617
H -11.2372 -8.8935 -26.3558
C -4.6474 -6.1308 -18.8188
O -4.3036 -7.0237 -19.8768
H -4.2076 -5.1673 -19.0762
H -5.7227 -5.9647 -18.7540
H -4.3168 -6.5137 -17.8533
H -3.6335 -6.6943 -20.4802
C -12.4174 -12.0470 -21.6491
O -12.6722 -11.0265 -22.5752
H -11.3469 -12.2522 -21.6437
H -12.8455 -11.8971 -20.6580
H -12.9270 -12.9550 -21.9716
H -11.9981 -11.0925 -23.2555
C -10.5990 -6.2050 -19.2599
O -10.2330 -6.5064 -17.9562
H -9.6899 -6.0398 -19.8381
H -11.0844 -7.0751 -19.7018
H -11.3188 -5.3870 -19.2889
H -9.6109 -5.8235 -17.6949
C -2.6573 -10.2448 -23.9433
O -2.6134 -11.6523 -24.0221
H -2.3817 -9.8610 -24.9256
H -3.6561 -9.8976 -23.6786
H -1.9182 -9.8975 -23.2215
H -3.2225 -11.9563 -24.6990
C -1.6751 -9.2390 -16.7117
O -2.1784 -9.7724 -17.8840
H -0.9148 -9.8910 -16.2817
H -1.1773 -8.2724 -16.7880
H -2.4740 -9.1838 -15.9722
H -2.6940 -9.1075 -18.3461
C -11.5184 -12.6666 -26.9716
O -10.7009 -12.0157 -26.0341
H -12.3479 -12.0886 -27.3787
H -10.9748 -12.9413 -27.8756
H -11.9285 -13.5689 -26.5180
H -10.2055 -12.6648 -25.5292
C -6.9274 -10.6380 -17.6239
O -7.5949 -9.6242 -16.7806
H -6.5661 -11.4891 -17.0466
H -7.5984 -10.9331 -18.4306
H -6.0392 -10.1494 -18.0246
H -8.3500 -9.2520 -17.2420
C -4.0683 -6.5444 -26.6066
O -4.9070 -5.6713 -27.2669
H -3.5690 -6.1136 -25.7386
H -4.6562 -7.3854 -26.2389
H -3.3164 -6.8472 -27.3353
H -4.4027 -4.8637 -27.3895
C -7.9577 -8.2438 -22.9756
O -7.2521 -8.9203 -21.9592
H -7.4559 -7.3190 -23.2602
H -7.9288 -8.9688 -23.7890
H -8.9911 -7.9098 -22.8831
H -6.6214 -8.3640 -21.4962
C -7.7937 -10.0971 -29.2105
O -6.5632 -10.4576 -29.8201
H -7.9390 -9.0240 -29.0862
H -8.6876 -10.3462 -29.7824
H -7.8999 -10.6069 -28.2529
H -6.5145 -10.0275 -30.6769
C -4.8902 -2.8415 -23.4249
O -3.9226 -2.8141 -22.4783
H -5.5710 -3.6833 -23.2983
H -5.5174 -1.9502 -23.4107
H -4.4926 -2.9335 -24.4356
H -3.5150 -3.6832 -22.4693
C -7.5887 -13.2194 -22.7576
O -8.5979 -14.0486 -23.4231
H -6.6509 -13.7170 -22.5104
H -7.2756 -12.4695 -23.4841
H -7.8992 -12.7023 -21.8497
H -8.9542 -14.5852 -22.7113
```

Output
E_tot ... -40933.9289 eV
Net charge ... 0
Energy relative to the best compared isomer or geometry (same formula, charge and spin) ... 94.4 kcal per mole
Gap between HOMO and LUMO ... 9.975 eV